[1]
Density functional theory data (ωB97M-V with the def2-TZVPD basis set) for an isolated molecule of C4H8O3 in a non-equilibrium geometry.

* strongest force on any atom: 0.0702 Eh/bohr
* gap between HOMO and LUMO: 11.16 eV
* E_HOMO: -10.3237 eV
* energy relative to the best compared isomer or geometry (same formula, charge and spin): 1.0706 eV
* total charge: 0

Geometry (Å):
1 C 2.4976 -0.0695 0.4849
2 O 1.1362 0.3529 0.5686
3 C 0.2261 -0.5515 0.1800
4 O 0.4939 -1.6344 -0.2824
5 C -1.1848 -0.0162 0.3673
6 C -1.5029 0.9450 -0.7846
7 O -2.0835 -1.0924 0.4690
8 H 2.6636 -0.9492 1.1136
9 H 3.0839 0.7742 0.8481
10 H 2.7646 -0.3116 -0.5463
11 H -1.2273 0.5629 1.2965
12 H -0.8690 1.8453 -0.6953
13 H -2.5889 1.1568 -0.7446
14 H -1.2857 0.4967 -1.7667
15 H -2.1237 -1.5089 -0.5082

Forces on atoms 1 to 2 (eV/Å):
0.27 -0.03 -0.02
-0.10 -0.08 0.06

Atom charges from the natural (NBO) analysis, given in e for atoms 1 to 8:
1 C -0.26
2 O -0.51
3 C 0.77
4 O -0.59
5 C 0.00
6 C -0.63
7 O -0.69
8 H 0.20



[2]
Density functional theory data (ωB97M-V with the def2-TZVPD basis set) for a 2-piece molecular cluster, C6H12N2 overall in a non-equilibrium geometry.

* strongest force on any atom: 0.0203 Eh/bohr
* gap between HOMO and LUMO: 9.54 eV
* E_HOMO: -8.6572 eV
* energy relative to the best compared isomer or geometry (same formula, charge and spin): 0.0603 eV
* total charge: 0

Geometry (Å):
1 C 1.9555 -0.2321 1.6979
2 C 0.5492 -0.5171 2.1781
3 H 2.3291 0.7165 2.0687
4 H 2.6976 -0.9808 1.9544
5 H 1.9763 -0.1051 0.6097
6 H 0.5006 -0.5623 3.2660
7 H 0.1932 -1.5203 1.9223
8 H -0.1174 0.2698 1.8538
9 C 0.3750 1.4625 -2.1167
10 C -1.5972 0.6427 -0.7106
11 C -0.5286 0.4510 -1.5233
12 C -1.3048 -1.4938 -1.0731
13 N -2.1192 -0.6017 -0.4396
14 N -0.3600 -0.9138 -1.7428
15 H -2.0950 1.5538 -0.4293
16 H -2.8433 -0.7952 0.2403
17 H 0.0586 2.4549 -1.8117
18 H 0.5064 1.3685 -3.1894
19 H -1.5541 -2.5409 -1.0485
20 H 1.3781 1.3437 -1.7060

Forces on atoms 1 to 2 (eV/Å):
0.22 0.34 -0.74
0.21 -0.60 0.83

Atom charges from the natural (NBO) analysis, given in e for atoms 1 to 8:
1 C -0.61
2 C -0.61
3 H 0.20
4 H 0.20
5 H 0.21
6 H 0.20
7 H 0.20
8 H 0.21



[3]
Density functional theory data (ωB97M-V with the def2-TZVPD basis set) for an isolated ion of composition C7H10N5 and charge +1 in a non-equilibrium geometry.

* strongest force on any atom: 0.0753 Eh/bohr
* gap between HOMO and LUMO: 10.03 eV
* E_HOMO: -14.5832 eV
* energy relative to the best compared isomer or geometry (same formula, charge and spin): 1.3184 eV
* total charge: +1

Geometry (Å):
1 C -2.1503 1.0862 -0.7101
2 C -0.0165 -2.6687 -1.5770
3 C -0.1356 0.3827 0.1505
4 C -1.3538 -0.8657 -1.4824
5 C 0.7657 -0.0158 2.3031
6 C 1.5153 2.0794 0.6613
7 C 1.1165 0.5927 0.8788
8 N -1.1075 1.2529 0.1439
9 N -2.2766 0.0584 -1.4884
10 N 0.5515 -1.9058 -0.7133
11 N -1.1197 -2.0312 -2.1242
12 N -0.2681 -0.8104 -0.6493
13 H -2.9144 1.9515 -0.6421
14 H 0.4850 -3.5597 -1.8472
15 H -0.2950 -0.1573 2.2979
16 H 1.1082 0.8440 2.9222
17 H 1.3513 -0.9072 2.3156
18 H 2.3866 2.0635 0.0181
19 H 1.7892 2.5148 1.6933
20 H 0.6994 2.5944 0.1561
21 H 1.8048 -0.0853 0.3720
22 H -1.9361 -2.4134 -2.6788

Forces on atoms 1 to 2 (eV/Å):
-0.03 1.45 1.74
-0.36 1.67 -0.15

Atom charges from the natural (NBO) analysis, given in e for atoms 1 to 8:
1 C 0.36
2 C 0.23
3 C 0.59
4 C 0.58
5 C -0.57
6 C -0.60
7 C -0.30
8 N -0.49



[4]
Density functional theory data (ωB97M-V with the def2-TZVPD basis set) for C28H34KN12P2 as an isolated structure in a non-equilibrium geometry.

* strongest force on any atom: 0.0628 Eh/bohr
* gap between HOMO and LUMO: 8.38 eV
* E_HOMO: -10.4105 eV
* energy relative to the best compared isomer or geometry (same formula, charge and spin): 0.0000 eV
* total charge: +1

Geometry (Å):
1 K -0.6217 -0.0374 0.2983
2 C 2.7598 4.4860 2.4180
3 N 1.5058 4.0725 1.7876
4 C 0.7158 4.7867 0.8717
5 C -0.3546 3.9985 0.5198
6 N -0.2375 2.7596 1.1652
7 C 0.8702 2.8284 1.9509
8 P 1.4110 1.4415 2.9780
9 C -0.0669 0.6616 3.8063
10 N -1.2050 0.2357 3.2365
11 C -1.9203 -0.4700 4.2103
12 C -1.1884 -0.5222 5.3494
13 N 0.0276 0.1506 5.1285
14 C 0.9667 0.5614 6.1904
15 C 2.2882 0.2074 1.9874
16 N 1.7426 -0.9578 1.5316
17 C 2.7281 -1.5998 0.8000
18 C 3.8459 -0.8201 0.7455
19 N 3.5843 0.3623 1.4391
20 C 4.5140 1.4523 1.6780
21 H 2.6431 5.5440 2.6730
22 H 3.5610 4.4475 1.6817
23 H 2.9760 3.9150 3.3248
24 H 0.9713 5.7596 0.5307
25 H -1.1970 4.1963 -0.1289
26 H -2.9328 -0.7887 4.0206
27 H -1.3982 -1.0038 6.3002
28 H 0.7481 -0.0901 7.0393
29 H 0.7967 1.5777 6.5263
30 H 2.0049 0.3771 5.8609
31 H 2.5879 -2.6156 0.4406
32 H 4.7803 -1.0290 0.2417
33 H 5.5003 1.0155 1.8470
34 H 4.2754 2.0339 2.6006
35 H 4.5558 2.1016 0.7860
36 N -3.6398 1.6704 1.4337
37 C -3.6050 2.0872 0.1064
38 N -4.4621 3.0316 -0.3022
39 C -4.3510 3.3679 -1.5998
40 N -5.0647 4.4272 -2.0205
41 N -3.5985 2.7194 -2.4796
42 C -2.8236 1.7438 -1.9791
43 N -2.7672 1.3893 -0.7113
44 C -1.9826 1.0432 -2.9745
45 C -2.3295 1.1256 -4.3399
46 C -1.5217 0.4960 -5.2819
47 C -0.3421 -0.1119 -4.8325
48 C -0.0709 -0.1145 -3.4521
49 N -0.8744 0.4232 -2.5374
50 H -4.1991 2.2822 2.0118
51 H -2.7866 1.3214 1.9007
52 H -5.4622 5.0181 -1.3193
53 H -4.9820 4.7565 -2.9770
54 H -3.2136 1.6566 -4.6291
55 H -1.8356 0.4630 -6.3217
56 H 0.3942 -0.5738 -5.4743
57 H 0.8481 -0.5702 -3.0629
58 C -0.8187 -4.3788 0.2626
59 P -0.5223 -3.1291 -1.0388
60 C -2.0136 -3.3326 -2.1081
61 C 0.7106 -3.9995 -2.0677
62 C 1.6870 -4.8205 -1.4778
63 C 2.6929 -5.3792 -2.2565
64 C 2.7348 -5.2225 -3.6382
65 C 1.6942 -4.4881 -4.2722
66 C 0.7201 -3.8853 -3.4893
67 H -0.2841 -4.1350 1.2014
68 H -0.5712 -5.4150 -0.0134
69 H -1.8690 -4.3239 0.5392
70 H -2.1636 -4.3170 -2.5384
71 H -1.9124 -2.5980 -2.9062
72 H -2.9131 -3.0304 -1.5433
73 H 1.6595 -5.0230 -0.3869
74 H 3.4711 -5.9337 -1.7344
75 H 3.5612 -5.6287 -4.1882
76 H 1.6397 -4.3339 -5.3560
77 H -0.0713 -3.3162 -3.9824

Forces on atoms 1 to 2 (eV/Å):
-0.04 0.06 0.05
-0.47 1.03 -0.45

Atom charges from the Löwdin analysis, given in e for atoms 1 to 8:
1 K 0.57
2 C -0.04
3 N -0.11
4 C -0.05
5 C -0.11
6 N 0.01
7 C -0.45
8 P 1.11



[5]
Density functional theory data (ωB97M-V with the def2-TZVPD basis set) for C30H34BF3O3 as an isolated structure in a non-equilibrium geometry.

* strongest force on any atom: 0.1065 Eh/bohr
* gap between HOMO and LUMO: 5.67 eV
* E_HOMO: -5.4990 eV
* energy relative to the best compared isomer or geometry (same formula, charge and spin): 3.6237 eV
* total charge: 0

Geometry (Å):
1 C 1.7515 3.4289 -2.7341
2 C 2.5531 2.8124 -1.6182
3 C 4.0318 3.1556 -1.8489
4 C 2.0385 3.0862 -0.1356
5 C 2.8509 4.0950 0.6505
6 C 0.5661 3.4734 -0.0521
7 O 2.1874 1.8159 0.5550
8 B 2.3639 0.9017 -0.4565
9 C -3.3355 -1.0956 -0.3952
10 C -4.2066 -0.6475 0.6040
11 C -4.9165 -1.5487 1.3827
12 C -4.7378 -2.9119 1.1603
13 C -5.4337 -3.8949 2.0528
14 F -6.5202 -4.4508 1.4278
15 F -4.5938 -4.9208 2.4113
16 F -5.8784 -3.3329 3.2185
17 C -3.9487 -3.3844 0.1068
18 C -3.2758 -2.4644 -0.6880
19 C -2.4981 -0.1093 -1.1377
20 C -2.0943 -0.4151 -2.5704
21 C -3.2665 0.4776 -2.3184
22 O 2.4289 1.3754 -1.7409
23 H 1.8738 4.5178 -2.7305
24 H 2.1194 3.0481 -3.6931
25 H 0.6899 3.1848 -2.6549
26 H 4.1653 4.2418 -1.9102
27 H 4.6947 2.7646 -1.0670
28 H 4.3469 2.7244 -2.8038
29 H 2.8507 5.0596 0.1115
30 H 2.3796 4.2545 1.6368
31 H 3.8953 3.7662 0.8115
32 H 0.3712 4.4049 -0.6009
33 H -0.0956 2.6737 -0.4227
34 H 0.3043 3.6543 1.0022
35 H -4.3457 0.4182 0.7570
36 H -5.6040 -1.1886 2.1502
37 H -3.8671 -4.4525 -0.0842
38 H -2.6849 -2.8399 -1.5345
39 H -1.9800 0.6749 -0.5734
40 H -1.1849 0.0606 -2.9578
41 H -2.3075 -1.4260 -2.9223
42 H -4.2765 0.0758 -2.4608
43 H -3.1610 1.5349 -2.5990
44 C 5.9275 -1.2731 0.2312
45 O 4.9938 -1.7530 -0.7752
46 C 3.6529 -1.6645 -0.5477
47 C 2.8035 -1.7024 -1.6940
48 C 1.5579 -1.1482 -1.6325
49 C 1.0402 -0.5720 -0.4032
50 C -0.4468 -0.5734 -0.2286
51 C -0.8989 -0.7229 1.1693
52 C -1.1032 -2.0468 1.6163
53 C -1.6619 -2.3041 2.8517
54 C -1.9049 -1.2433 3.7277
55 C -1.5805 0.0641 3.3553
56 C -1.0454 0.3304 2.0907
57 C 1.9075 -0.7183 0.7714
58 C 3.0915 -1.4530 0.7244
59 H 6.9063 -1.3520 -0.2453
60 H 5.7225 -0.2248 0.5077
61 H 5.9002 -1.9116 1.1243
62 H 3.2118 -2.1132 -2.6184
63 H 0.9021 -1.1866 -2.5067
64 H -0.8159 -1.3931 -0.8783
65 H -0.8484 -2.8709 0.9415
66 H -1.8858 -3.3382 3.1360
67 H -2.3248 -1.4461 4.7092
68 H -1.7263 0.8862 4.0585
69 H -0.7663 1.3462 1.8058
70 H 1.5179 -0.4437 1.7492
71 H 3.6234 -1.7694 1.6317

Forces on atoms 1 to 2 (eV/Å):
-0.40 0.17 -0.16
0.70 0.26 0.44

Atom charges from the Löwdin analysis, given in e for atoms 1 to 8:
1 C -0.01
2 C -0.44
3 C -0.01
4 C -0.44
5 C -0.01
6 C -0.01
7 O 0.14
8 B -0.46